# 1
C2H6NO2 | wB97M-V/def2-TZVPD

Properties
expectation value of S² = 0.77
LUMO (spin up / spin down) = 1.02 / -3.14 eV
energy above the lowest of the compared OMol25 structures with the same formula, charge and spin = 2.339 eV
multiplicity = 2
frontier orbital gap (spin up / spin down) = 11.17 / 6.66 eV

Each line ends with the Mulliken spin population.
Element x y z (Å)
N (-0.89, 0.58, -1.18)  0.238
C (-0.72, 0.77, 0.32)  -0.022
O (0.58, 0.84, 0.74)  0.618
H (-0.37, 1.22, -1.77)  -0.011
H (-0.56, -0.38, -1.39)  -0.016
H (-1.27, 1.74, 0.56)  0.031
H (-1.28, -0.13, 0.68)  0.039
O (0.57, -1.64, -0.51)  0.174
C (1.09, -1.02, 0.52)  -0.082
H (0.68, -1.21, 1.51)  0.034
H (2.17, -0.77, 0.52)  -0.003


# 2
C4H20O6S | wB97M-V/def2-TZVPD

Properties
LUMO = 0.19 eV
energy above the lowest of the compared OMol25 structures with the same formula, charge and spin = 0.407 eV
SMILES = OCCCCS.O.O.O.O.O
multiplicity = 1
frontier orbital gap = 9.54 eV

Each line ends with the Mulliken charge.
Element x y z (Å)
O (-0.26, -2.32, 1.71)  -0.501
C (-1.68, -2.03, 1.67)  -0.329
C (-2.13, -1.87, 0.22)  -1.193
C (-1.47, -0.72, -0.56)  -0.083
C (-1.76, 0.63, 0.19)  -0.590
S (-1.49, 1.82, -1.16)  -0.329
H (0.01, -2.63, 0.85)  0.290
H (-2.23, -2.85, 2.14)  0.270
H (-1.76, -1.08, 2.19)  0.344
H (-3.20, -1.62, 0.29)  0.373
H (-2.04, -2.82, -0.31)  0.415
H (-1.90, -0.74, -1.56)  0.574
H (-0.38, -0.84, -0.58)  -0.158
H (-2.76, 0.54, 0.64)  0.442
H (-1.06, 0.86, 1.00)  0.362
H (-1.84, 2.96, -0.53)  0.122
O (0.77, 4.18, -0.22)  -0.645
H (-0.13, 4.27, -0.55)  0.296
H (0.96, 3.31, -0.67)  0.390
O (1.55, 2.36, 1.82)  -0.662
H (1.15, 3.12, 1.35)  0.414
H (2.10, 1.97, 1.14)  0.279
O (1.96, 1.88, -1.20)  -0.681
H (1.89, 0.94, -0.91)  0.359
H (1.64, 1.86, -2.10)  0.291
O (2.44, -0.58, -2.02)  -0.649
H (1.78, -1.25, -1.78)  0.309
H (3.29, -0.93, -1.76)  0.302
O (2.27, -2.71, -0.09)  -0.640
H (2.12, -2.08, 0.60)  0.353
H (2.18, -3.62, 0.20)  0.277


# 3
C88H188N10O24 | wB97M-V/def2-TZVPD

Properties
LUMO = -3.18 eV
multiplicity = 1
frontier orbital gap = 6.66 eV
net charge = +2

Each line ends with the Mulliken charge.
Element x y z (Å)
C (1.28, -10.63, 19.82)  -1.496
C (2.43, -10.49, 18.79)  0.827
C (3.82, -10.27, 19.59)  -1.295
N (4.97, -9.67, 18.79)  1.005
C (5.33, -10.65, 17.60)  -0.813
C (4.65, -8.19, 18.35)  0.392
C (6.04, -7.49, 18.20)  0.089
C (6.83, -8.03, 19.33)  -0.928
C (6.18, -9.41, 19.70)  -0.567
H (1.72, -11.42, 20.44)  0.451
H (0.25, -10.77, 19.52)  0.412
H (1.13, -9.69, 20.33)  0.009
H (2.25, -9.73, 18.03)  -0.546
H (2.44, -11.49, 18.35)  0.614
H (4.19, -11.17, 20.08)  0.652
H (3.53, -9.63, 20.43)  0.381
H (5.51, -11.66, 17.95)  0.278
H (6.19, -10.18, 17.13)  0.487
H (4.43, -10.70, 16.99)  0.128
H (4.08, -8.27, 17.42)  -0.174
H (4.02, -7.70, 19.10)  -0.353
H (6.37, -7.64, 17.17)  0.687
H (6.06, -6.40, 18.28)  -0.385
H (7.87, -8.22, 19.05)  0.421
H (7.00, -7.35, 20.17)  0.341
H (6.98, -10.07, 19.38)  0.332
H (5.94, -9.46, 20.76)  0.194
C (2.85, -0.27, 19.81)  -1.566
C (3.75, -1.25, 19.11)  -0.275
C (3.05, -2.45, 18.45)  0.787
N (4.02, -3.05, 17.40)  0.450
C (5.48, -3.32, 17.94)  -1.074
C (4.13, -2.16, 16.21)  -0.382
C (4.43, -3.06, 15.02)  -1.033
C (4.16, -4.46, 15.40)  -0.454
C (3.46, -4.38, 16.79)  0.888
H (3.22, 0.74, 19.97)  0.449
H (2.55, -0.67, 20.78)  0.394
H (1.91, -0.08, 19.29)  0.029
H (4.30, -1.55, 20.00)  0.245
H (4.32, -0.67, 18.38)  0.265
H (2.19, -2.23, 17.82)  0.200
H (2.94, -3.19, 19.24)  -0.408
H (5.98, -2.40, 18.26)  0.340
H (6.21, -3.75, 17.25)  0.423
H (5.39, -3.92, 18.85)  0.288
H (4.89, -1.40, 16.41)  0.722
H (3.24, -1.57, 16.00)  -0.004
H (5.39, -2.70, 14.65)  0.359
H (3.87, -2.79, 14.13)  0.296
H (5.12, -4.97, 15.42)  0.340
H (3.57, -5.08, 14.73)  0.195
H (3.79, -5.30, 17.28)  -0.457
H (2.38, -4.30, 16.79)  -0.394
C (-4.30, -6.98, 20.87)  -1.072
C (-5.22, -6.17, 21.77)  -0.294
C (-4.39, -4.93, 22.14)  -0.242
N (-4.55, -4.34, 23.55)  0.421
C (-6.08, -3.91, 23.54)  -0.784
C (-3.72, -3.12, 23.91)  -0.659
C (-2.46, -3.77, 24.43)  -0.475
C (-2.69, -5.20, 24.93)  -0.287
C (-4.17, -5.32, 24.72)  -0.812
H (-3.68, -6.33, 20.24)  -0.334
H (-4.77, -7.51, 20.05)  0.477
H (-3.68, -7.70, 21.40)  0.420
H (-5.43, -6.72, 22.69)  0.376
H (-6.11, -5.82, 21.25)  0.375
H (-4.51, -4.02, 21.55)  -0.112
H (-3.32, -5.15, 22.13)  0.328
H (-6.15, -3.02, 22.90)  0.267
H (-6.36, -3.73, 24.57)  0.442
H (-6.59, -4.81, 23.18)  0.366
H (-4.10, -2.68, 24.83)  0.405
H (-3.71, -2.39, 23.10)  0.203
H (-1.98, -3.13, 25.16)  0.697
H (-1.71, -3.87, 23.64)  0.019
H (-2.29, -5.16, 25.95)  0.352
H (-2.20, -5.97, 24.34)  0.001
H (-4.75, -5.01, 25.59)  0.412
H (-4.59, -6.31, 24.52)  0.544
C (-2.84, -3.30, 9.87)  -1.416
C (-2.89, -4.66, 10.63)  -0.090
C (-1.67, -4.87, 11.51)  -0.830
N (-1.61, -6.02, 12.48)  1.100
C (-2.91, -6.12, 13.38)  -0.211
C (-1.48, -7.43, 11.82)  -1.397
C (-0.89, -8.30, 12.85)  0.048
C (0.23, -7.36, 13.43)  0.535
C (-0.30, -5.88, 13.34)  -0.212
H (-1.96, -3.17, 9.23)  0.418
H (-2.71, -2.40, 10.46)  0.206
H (-3.78, -3.19, 9.31)  0.431
H (-3.01, -5.51, 9.97)  0.448
H (-3.80, -4.74, 11.22)  0.047
H (-1.52, -4.11, 12.28)  0.095
H (-0.72, -4.86, 10.97)  0.621
H (-2.54, -6.45, 14.35)  -0.552
H (-3.67, -6.77, 12.96)  0.499
H (-3.27, -5.11, 13.57)  -0.070
H (-2.32, -7.87, 11.29)  0.514
H (-0.78, -7.16, 11.02)  0.392
H (-1.57, -8.58, 13.66)  -0.628
H (-0.52, -9.29, 12.58)  0.765
H (0.41, -7.58, 14.49)  -0.426
H (1.11, -7.50, 12.80)  0.380
H (-0.69, -5.42, 14.25)  -0.391
H (0.37, -5.07, 13.04)  0.438
C (-2.20, -1.87, 19.92)  -1.054
C (-1.71, -2.89, 18.89)  0.843
C (-2.03, -4.35, 19.17)  0.166
N (-1.48, -5.39, 18.19)  0.936
C (-2.41, -5.28, 16.92)  0.632
C (-1.48, -6.88, 18.78)  -0.372
C (-0.39, -7.60, 18.11)  0.891
C (0.68, -6.59, 17.81)  0.764
C (0.04, -5.22, 17.96)  0.367
H (-3.29, -1.92, 19.99)  0.055
H (-1.99, -0.90, 19.47)  0.329
H (-1.72, -1.97, 20.89)  0.220
H (-0.63, -2.81, 18.97)  -0.542
H (-1.86, -2.51, 17.88)  -0.120
H (-3.11, -4.45, 19.22)  -0.415
H (-1.51, -4.61, 20.10)  0.396
H (-3.47, -5.30, 17.17)  -0.111
H (-2.16, -6.12, 16.28)  -0.333
H (-2.18, -4.41, 16.30)  -0.222
H (-2.49, -7.26, 18.61)  0.524
H (-1.21, -6.76, 19.83)  0.491
H (-0.70, -8.21, 17.25)  -0.886
H (-0.12, -8.35, 18.85)  -0.630
H (1.11, -6.77, 16.82)  0.227
H (1.57, -6.76, 18.42)  -0.888
H (0.13, -4.48, 17.16)  0.150
H (0.51, -4.82, 18.86)  -0.173
C (0.18, -10.06, 28.79)  -1.432
C (-0.20, -9.92, 27.24)  -0.387
C (0.90, -10.50, 26.20)  -0.691
N (0.99, -9.59, 24.95)  0.346
C (-0.34, -9.78, 24.18)  -0.827
C (1.43, -8.15, 25.24)  -0.020
C (2.96, -8.12, 25.29)  -0.904
C (3.44, -9.32, 24.45)  -0.238
C (2.15, -10.10, 24.03)  0.046
H (-0.59, -9.70, 29.47)  0.382
H (1.05, -9.45, 29.00)  0.351
H (0.38, -11.04, 29.22)  0.356
H (-0.45, -8.89, 26.97)  0.322
H (-1.07, -10.57, 27.15)  0.375
H (0.74, -11.51, 25.80)  0.482
H (1.86, -10.32, 26.67)  0.459
H (-1.15, -9.41, 24.80)  0.341
H (-0.36, -10.83, 23.89)  0.423
H (-0.28, -9.19, 23.26)  0.079
H (1.05, -7.40, 24.55)  -0.124
H (1.05, -7.79, 26.19)  0.454
H (3.21, -7.21, 24.74)  0.364
H (3.32, -8.06, 26.32)  0.362
H (3.87, -9.01, 23.50)  -0.164
H (4.12, -9.96, 25.01)  0.416
H (2.02, -9.79, 22.99)  -0.380
H (2.24, -11.19, 24.09)  0.451
C (-8.20, -8.53, 17.47)  -1.423
C (-8.11, -7.55, 16.25)  0.042
C (-8.16, -6.02, 16.42)  -0.629
N (-7.77, -5.13, 15.21)  0.698
C (-8.30, -5.67, 13.90)  -1.129
C (-6.22, -4.97, 15.18)  -0.370
C (-5.93, -3.74, 14.28)  0.107
C (-6.97, -2.76, 14.82)  0.014
C (-8.11, -3.62, 15.46)  -1.046
H (-7.82, -9.53, 17.25)  0.380
H (-9.26, -8.56, 17.76)  0.426
H (-7.71, -8.06, 18.33)  0.233
H (-8.78, -8.02, 15.54)  0.356
H (-7.06, -7.67, 15.97)  0.024
H (-7.83, -5.56, 17.35)  0.242
H (-9.22, -5.83, 16.61)  0.579
H (-7.89, -6.66, 13.67)  0.278
H (-8.25, -4.97, 13.07)  0.445
H (-9.38, -5.67, 14.06)  0.421
H (-5.81, -5.93, 14.85)  0.741
H (-5.92, -4.71, 16.19)  -0.559
H (-6.06, -4.11, 13.27)  0.432
H (-4.87, -3.49, 14.31)  -0.273
H (-7.56, -2.24, 14.07)  0.661
H (-6.58, -2.07, 15.56)  -0.256
H (-9.09, -3.37, 15.05)  0.374
H (-8.13, -3.55, 16.55)  0.317
C (-0.11, 0.65, 17.20)  -1.129
C (-1.07, 1.01, 16.11)  -0.595
C (-2.53, 1.36, 16.51)  -0.510
N (-3.56, 0.97, 15.43)  0.558
C (-4.88, 1.51, 15.98)  -1.029
C (-3.69, -0.55, 15.06)  0.941
C (-4.23, -0.49, 13.60)  -0.319
C (-3.48, 0.63, 12.94)  -0.896
C (-3.24, 1.67, 14.07)  -0.519
H (0.93, 0.77, 16.91)  0.478
H (-0.23, -0.35, 17.61)  -0.086
H (-0.27, 1.35, 18.03)  0.498
H (-0.93, 0.19, 15.40)  0.451
H (-0.55, 1.82, 15.60)  0.408
H (-2.60, 2.38, 16.90)  0.464
H (-2.72, 0.71, 17.37)  0.133
H (-5.15, 1.20, 16.99)  0.245
H (-5.67, 1.13, 15.32)  0.438
H (-4.88, 2.59, 15.86)  0.385
H (-4.42, -1.02, 15.72)  -0.494
H (-2.70, -1.01, 15.06)  -0.554
H (-5.28, -0.22, 13.55)  0.403
H (-3.97, -1.48, 13.22)  0.256
H (-3.86, 1.36, 12.22)  0.471
H (-2.50, 0.30, 12.61)  0.242
H (-3.96, 2.48, 13.95)  0.351
H (-2.21, 2.03, 14.06)  0.315
C (0.47, 0.60, 27.77)  -1.443
C (-0.14, 1.43, 26.61)  -0.158
C (-0.29, 0.63, 25.33)  -0.472
N (-1.10, 1.38, 24.23)  0.257
C (-2.62, 1.26, 24.45)  -0.886
C (-0.80, 2.89, 24.07)  -0.527
C (-1.20, 3.21, 22.65)  -1.016
C (-1.24, 1.92, 21.86)  -0.179
C (-0.89, 0.80, 22.84)  -0.460
H (0.81, 1.20, 28.62)  0.403
H (1.37, 0.04, 27.54)  0.356
H (-0.24, -0.01, 28.32)  0.368
H (0.55, 2.24, 26.36)  0.322
H (-1.12, 1.83, 26.88)  0.291
H (-0.76, -0.34, 25.46)  0.064
H (0.72, 0.37, 25.01)  0.420
H (-3.05, 1.59, 25.40)  0.402
H (-2.78, 0.19, 24.32)  0.122
H (-3.15, 1.65, 23.59)  0.474
H (-1.35, 3.41, 24.86)  0.395
H (0.28, 2.96, 24.16)  0.444
H (-2.17, 3.69, 22.74)  0.356
H (-0.50, 4.00, 22.35)  0.414
H (-2.18, 1.76, 21.34)  0.152
H (-0.48, 2.02, 21.09)  0.256
H (-1.49, -0.10, 22.70)  0.159
H (0.18, 0.58, 22.88)  0.462
C (-1.22, -16.69, 16.30)  -1.144
C (-1.26, -15.41, 15.34)  -0.591
C (-1.04, -14.10, 16.08)  -0.680
N (-0.88, -12.73, 15.33)  0.579
C (-2.24, -12.23, 14.92)  -0.683
C (0.25, -12.78, 14.24)  -0.595
C (1.14, -11.44, 14.32)  -1.173
C (0.50, -10.64, 15.34)  2.271
C (-0.21, -11.65, 16.25)  -0.846
H (-1.02, -17.55, 15.66)  0.355
H (-2.21, -16.84, 16.72)  0.308
H (-0.38, -16.45, 16.94)  0.362
H (-2.22, -15.33, 14.81)  0.373
H (-0.56, -15.41, 14.50)  0.438
H (-0.13, -14.08, 16.67)  0.350
H (-1.75, -13.82, 16.85)  0.343
H (-2.07, -11.18, 14.66)  0.144
H (-2.94, -12.32, 15.75)  0.305
H (-2.55, -12.83, 14.07)  0.316
H (-0.17, -12.87, 13.24)  0.360
H (0.90, -13.60, 14.53)  0.343
H (0.96, -10.85, 13.42)  0.313
H (2.21, -11.64, 14.40)  0.340
H (-0.15, -9.92, 14.85)  -1.272
H (1.22, -10.11, 15.96)  -0.268
H (-0.91, -11.30, 17.00)  0.004
H (0.64, -12.14, 16.71)  0.515
O (4.81, -5.94, 22.54)  -0.637
C (5.01, -5.16, 21.52)  0.152
O (6.00, -4.44, 21.68)  -0.804
O (4.22, -5.24, 20.54)  0.266
H (4.14, -6.48, 22.11)  0.140
O (1.20, -5.29, 21.25)  -0.371
C (1.17, -6.54, 21.76)  -0.127
O (0.08, -6.98, 22.17)  -0.237
O (2.09, -7.25, 21.46)  -0.166
H (2.05, -5.39, 20.81)  -0.097
O (1.13, -1.99, 14.91)  0.029
C (-0.01, -2.33, 14.30)  -0.259
O (-0.20, -1.82, 13.18)  -0.832
O (-0.82, -2.95, 14.97)  -0.107
H (1.46, -1.32, 14.30)  0.240
O (-5.44, -1.84, 18.32)  -0.096
C (-5.79, -2.91, 19.00)  0.068
O (-5.66, -4.01, 18.39)  -0.657
O (-6.15, -2.84, 20.19)  -0.670
H (-5.41, -1.12, 18.95)  0.276
O (3.70, -7.99, 14.85)  -0.359
C (4.16, -7.79, 13.63)  0.607
O (3.50, -8.50, 12.85)  -0.753
O (4.99, -6.97, 13.31)  -0.748
H (3.45, -8.61, 14.17)  0.297
O (-3.52, -10.84, 18.75)  -0.194
C (-3.27, -12.16, 18.67)  0.654
O (-4.21, -12.79, 18.15)  -0.786
O (-2.17, -12.68, 19.06)  -0.764
H (-4.34, -11.15, 18.37)  0.186
O (-4.23, -10.00, 16.31)  -0.602
C (-3.83, -9.03, 15.51)  0.229
O (-2.74, -8.54, 15.86)  0.378
O (-4.43, -8.70, 14.52)  -0.758
H (-3.62, -9.58, 16.92)  0.193
O (-5.54, -0.44, 22.04)  -0.491
C (-5.32, 0.63, 21.24)  0.631
O (-4.98, 1.67, 21.73)  -0.767
O (-5.45, 0.44, 20.05)  -0.822
H (-5.73, -0.83, 21.18)  0.432


What did the second record say?
C4H20O6S | wB97M-V/def2-TZVPD

Properties
LUMO = 0.19 eV
energy above the lowest of the compared OMol25 structures with the same formula, charge and spin = 0.407 eV
SMILES = OCCCCS.O.O.O.O.O
multiplicity = 1
frontier orbital gap = 9.54 eV

Each line ends with the Mulliken charge.
Element x y z (Å)
O (-0.26, -2.32, 1.71)  -0.501
C (-1.68, -2.03, 1.67)  -0.329
C (-2.13, -1.87, 0.22)  -1.193
C (-1.47, -0.72, -0.56)  -0.083
C (-1.76, 0.63, 0.19)  -0.590
S (-1.49, 1.82, -1.16)  -0.329
H (0.01, -2.63, 0.85)  0.290
H (-2.23, -2.85, 2.14)  0.270
H (-1.76, -1.08, 2.19)  0.344
H (-3.20, -1.62, 0.29)  0.373
H (-2.04, -2.82, -0.31)  0.415
H (-1.90, -0.74, -1.56)  0.574
H (-0.38, -0.84, -0.58)  -0.158
H (-2.76, 0.54, 0.64)  0.442
H (-1.06, 0.86, 1.00)  0.362
H (-1.84, 2.96, -0.53)  0.122
O (0.77, 4.18, -0.22)  -0.645
H (-0.13, 4.27, -0.55)  0.296
H (0.96, 3.31, -0.67)  0.390
O (1.55, 2.36, 1.82)  -0.662
H (1.15, 3.12, 1.35)  0.414
H (2.10, 1.97, 1.14)  0.279
O (1.96, 1.88, -1.20)  -0.681
H (1.89, 0.94, -0.91)  0.359
H (1.64, 1.86, -2.10)  0.291
O (2.44, -0.58, -2.02)  -0.649
H (1.78, -1.25, -1.78)  0.309
H (3.29, -0.93, -1.76)  0.302
O (2.27, -2.71, -0.09)  -0.640
H (2.12, -2.08, 0.60)  0.353
H (2.18, -3.62, 0.20)  0.277


> multiplicity of number 2 (C4H20O6S)?

1